(1)
{"formula": "C8H29N12O7Tl", "method": "ωB97M-V/def2-TZVPD", "total_charge": 2, "e_homo_ev": -13.4167, "e_tot_ev": -45647.1425, "lumo_ev": -5.74, "species": ["Tl", "C", "C", "O", "H", "H", "H", "H", "H", "C", "O", "N", "N", "H", "H", "H", "H", "C", "O", "N", "N", "H", "H", "H", "H", "C", "O", "N", "N", "H", "H", "H", "H", "C", "O", "N", "N", "H", "H", "H", "H", "C", "O", "N", "N", "H", "H", "H", "H", "C", "O", "N", "N", "H", "H", "H", "H"], "coordinates": [[17.41495, 12.27723, -31.27749], [13.60499, 11.84414, -30.03308], [14.41754, 10.77525, -30.78044], [15.61411, 11.35025, -31.26441], [12.75846, 11.40909, -29.50185], [13.22640, 12.62770, -30.68943], [14.19143, 12.27940, -29.22393], [13.79424, 10.36522, -31.57509], [14.66618, 9.95683, -30.10480], [16.33097, 15.20080, -31.35128], [16.49009, 14.09554, -30.80034], [15.26528, 15.88072, -31.48471], [17.33031, 15.75212, -31.82286], [15.19424, 16.79415, -31.90980], [14.36336, 15.54591, -31.17724], [17.34366, 16.74027, -32.03137], [18.18686, 15.23138, -31.69931], [20.47888, 12.06179, -31.78215], [19.31336, 11.74092, -31.58913], [21.39263, 11.42444, -32.48070], [21.03911, 13.17811, -31.27826], [21.14314, 10.55065, -32.92154], [22.21185, 11.94988, -32.75067], [20.39699, 13.71654, -30.71446], [21.87451, 13.54987, -31.70719], [17.27141, 9.17192, -31.27824], [17.82073, 10.22970, -31.17882], [17.89571, 8.05242, -31.19796], [15.93876, 9.04414, -31.30152], [17.40557, 7.28724, -31.63881], [18.90421, 8.05215, -31.14282], [15.55164, 8.11327, -31.24046], [15.32099, 9.84314, -31.29410], [18.73590, 13.90140, -33.47554], [18.32180, 12.82613, -33.12200], [19.00588, 14.24350, -34.69887], [19.31180, 14.75856, -32.64644], [19.03728, 13.51637, -35.39916], [19.32355, 15.18255, -34.89217], [19.59654, 15.56673, -33.18111], [19.35615, 14.68681, -31.63997], [15.22891, 13.11372, -33.31010], [16.38568, 12.79765, -33.01697], [14.16548, 12.46519, -32.99593], [14.94878, 14.33286, -33.89427], [13.32945, 13.01420, -33.13641], [14.27739, 11.66767, -32.38640], [15.80445, 14.69123, -34.29365], [14.06996, 14.77812, -34.11681], [17.04939, 10.44052, -33.80964], [17.59051, 11.27941, -33.14079], [15.92544, 9.91475, -33.51261], [17.61926, 9.90686, -34.82297], [15.41979, 9.31548, -34.14923], [15.56067, 10.25347, -32.63379], [17.03976, 9.27694, -35.35916], [18.43941, 10.44198, -35.07015]], "atomic_forces_ev_per_a": [[-1.7, 0.6, 3.8], [-0.3, -0.5, 0.5], [-2.1, 4.1, 3.8], [-3.5, -0.5, 0.9], [-0.2, -0.2, -0.3], [0.1, 0.0, 0.1], [0.3, 0.1, -0.3], [-0.3, -0.3, -0.4], [-1.0, 0.5, 0.7], [-1.4, -1.9, 1.6], [-1.6, -0.4, 2.1], [-5.8, 1.4, 0.9], [5.1, 3.8, -1.7], [0.5, -0.3, 0.0], [0.3, -0.2, 0.2], [0.2, -0.2, -0.1], [-1.7, 1.7, -0.1], [1.2, 1.6, 0.8], [5.5, -1.4, 1.8], [0.0, -1.9, -1.6], [-0.7, 0.6, 1.3], [0.3, 0.2, -0.2], [0.0, -0.8, -0.1], [1.1, 0.1, 0.1], [-0.3, 0.4, 0.6], [-4.0, -0.1, 1.4], [2.5, -0.5, 2.4], [2.2, -3.6, -0.6], [0.3, -3.6, 1.0], [0.7, -0.4, 0.3], [-0.2, -0.2, -0.1], [0.0, 0.1, 0.0], [2.5, -2.9, -0.5], [2.0, -1.6, 1.7], [6.4, 9.8, -3.4], [-0.4, 0.6, -3.9], [2.7, 1.9, 0.0], [-0.3, 0.5, -0.2], [0.1, -0.5, -0.6], [0.6, 0.6, 1.6], [1.0, -0.2, -1.0], [0.3, 2.3, 0.1], [-7.6, 4.7, -3.2], [-2.6, -1.0, -0.1], [2.0, 0.2, -0.8], [-0.4, -1.0, 0.2], [-0.5, 0.9, -0.6], [-0.5, 0.6, -0.2], [0.1, -0.6, -0.1], [0.2, 0.4, 1.6], [0.0, -10.9, -2.8], [-4.7, -0.5, -0.4], [2.5, -1.2, -3.7], [-0.1, 0.2, 0.4], [-0.1, 0.1, -1.5], [1.0, 0.2, -0.8], [-0.1, -0.8, -1.0]], "mulliken_charge": [2.003, -1.408, -0.818, -0.888, 0.523, 0.228, 0.267, 0.394, 0.567, 0.639, -0.763, -0.308, -0.276, 0.173, 0.298, 0.217, 0.073, 0.584, -0.397, -0.410, -0.448, 0.236, 0.191, 0.284, 0.204, 0.650, -0.597, -0.440, -0.316, 0.187, 0.265, 0.182, 0.630, 0.308, -0.397, -0.379, -0.303, 0.253, 0.189, 0.218, 0.240, 0.095, -0.351, -0.259, -0.319, 0.321, 0.139, 0.245, 0.215, 0.334, -0.186, 0.034, -0.406, 0.272, -0.464, 0.201, 0.273]}

=====

(2)
{"formula": "C8H2ClN2O4ReS2SbSe4", "method": "ωB97M-V/def2-TZVPD", "total_charge": 1, "e_homo_ev": -12.2939, "e_tot_ev": -323728.2513, "lumo_ev": -6.68, "species": ["Re", "O", "Cl", "O", "O", "O", "S", "C", "C", "C", "C", "N", "C", "C", "C", "S", "C", "N", "H", "H", "Se", "Sb", "Se", "Se", "Se"], "coordinates": [[1.40814, 2.14540, -1.05211], [2.45885, 3.90665, -0.25888], [2.47123, 4.28535, -1.69974], [2.99579, 5.52934, -2.00292], [3.12696, 3.13268, -2.33189], [1.02874, 4.06937, -2.03450], [-0.76568, 1.83310, -1.07988], [-1.05508, 0.55738, 0.06797], [-2.16493, -0.28710, 0.00581], [-2.27274, -1.31371, 0.92507], [-3.38275, -2.22189, 0.83133], [-4.25710, -2.96127, 0.75095], [-1.28716, -1.49600, 1.92580], [-0.21253, -0.63493, 2.01504], [-0.09201, 0.39250, 1.07314], [1.24494, 1.50549, 1.04418], [-1.38115, -2.60222, 2.83551], [-1.44195, -3.48222, 3.56967], [-2.91499, -0.16416, -0.76397], [0.53396, -0.77584, 2.78400], [0.88594, -3.56624, -3.03738], [1.39029, -2.32751, -0.99239], [2.07825, 0.09129, -1.91148], [-0.95903, -2.79955, -1.63216], [2.56401, -2.81592, 0.96882]], "atomic_forces_ev_per_a": [[-0.3, 0.0, 0.7], [0.2, -0.1, 0.4], [0.3, -0.2, -0.4], [-0.1, 0.0, 0.1], [0.3, 0.2, -0.3], [-0.2, 0.1, -0.2], [-0.5, -0.4, -0.4], [0.2, 0.0, 0.3], [0.0, 0.2, 0.1], [-0.1, 0.0, 0.0], [0.1, 0.0, 0.1], [0.0, 0.0, -0.1], [0.0, 0.0, 0.0], [0.0, 0.2, 0.0], [-0.3, 0.0, -0.2], [0.3, -0.5, 0.4], [0.0, 0.0, 0.0], [0.0, 0.0, 0.0], [0.0, 0.0, 0.0], [0.0, 0.0, 0.0], [0.1, -0.1, -0.3], [0.0, 0.4, 0.6], [0.3, 0.2, -0.5], [0.0, 0.0, -0.1], [0.0, 0.1, 0.0]], "nbo_charge": [0.535, -0.730, 2.466, -0.621, -0.750, -0.733, 0.387, -0.228, -0.166, -0.043, 0.215, -0.188, -0.108, -0.147, -0.224, 0.407, 0.222, -0.184, 0.265, 0.270, -0.052, 0.951, -0.053, -0.146, -0.347]}